No. 1
{
  "formula": "C34H41CoNO2PSSi",
  "method": "wB97M-V/def2-TZVPD",
  "species": ["Co", "C", "C", "C", "C", "C", "O", "C", "N", "C", "C", "C", "C", "C", "C", "P", "C", "C", "C", "C", "C", "C", "C", "C", "C", "C", "C", "C", "H", "H", "H", "H", "H", "H", "H", "H", "H", "H", "H", "H", "H", "H", "H", "H", "H", "H", "H", "H", "H", "H", "H", "H", "C", "S", "C", "O", "H", "H", "H", "H", "H", "H", "C", "Si", "C", "C", "C", "C", "C", "C", "C", "H", "H", "H", "H", "H", "H", "H", "H", "H", "H", "H"],
  "xyz": [[-0.3191, 0.2620, -0.2717], [-2.9559, 2.4948, -0.9496], [-3.3792, 1.6467, 0.2457], [-3.5251, 0.1815, -0.1554], [-2.4508, 1.8021, 1.4462], [-2.4222, 3.1958, 2.0557], [-1.0426, 3.3475, 2.4636], [-0.3362, 2.3942, 1.8475], [-1.0162, 1.5419, 1.1673], [1.1177, 2.4227, 2.1927], [1.4853, 3.3986, 3.1244], [2.7483, 3.4148, 3.6876], [3.6601, 2.4291, 3.3496], [3.3180, 1.4797, 2.4019], [2.0718, 1.4739, 1.7840], [1.8561, 0.3425, 0.3429], [2.3592, -1.2647, 1.0403], [1.7326, -1.6529, 2.2291], [2.0189, -2.8764, 2.8109], [2.9263, -3.7401, 2.2033], [3.5355, -3.3720, 1.0148], [3.2568, -2.1360, 0.4361], [3.2057, 0.9218, -0.7317], [2.8566, 1.7998, -1.7521], [3.8226, 2.3361, -2.5913], [5.1545, 1.9914, -2.4193], [5.5180, 1.1275, -1.3944], [4.5518, 0.6037, -0.5494], [-3.6471, 2.3496, -1.7808], [-1.9586, 2.2092, -1.2934], [-2.9318, 3.5626, -0.7298], [-4.3573, 1.9928, 0.5983], [-2.5723, -0.2471, -0.4931], [-4.2280, 0.0753, -0.9818], [-3.8822, -0.4265, 0.6797], [-2.7520, 1.0735, 2.2047], [-3.0517, 3.3060, 2.9330], [-2.6461, 3.9861, 1.3420], [0.7616, 4.1390, 3.4265], [3.0079, 4.1835, 4.4028], [4.6391, 2.4054, 3.8103], [4.0461, 0.7286, 2.1222], [1.0205, -0.9863, 2.7036], [1.5413, -3.1584, 3.7408], [3.1616, -4.6921, 2.6622], [4.2411, -4.0400, 0.5368], [3.7298, -1.8664, -0.4989], [1.8209, 2.0697, -1.8885], [3.5314, 3.0144, -3.3839], [5.9107, 2.3974, -3.0790], [6.5576, 0.8636, -1.2490], [4.8612, -0.0590, 0.2485], [-2.0927, -3.7027, 0.8076], [-1.1841, -3.0925, -0.5922], [0.1718, -4.2390, -0.5465], [-0.5854, -1.7854, -0.1259], [-2.3360, -4.7520, 0.6401], [-3.0073, -3.1187, 0.8922], [-1.4657, -3.5776, 1.6915], [-0.2099, -5.2444, -0.7274], [0.6625, -4.1577, 0.4248], [0.8544, -3.9517, -1.3452], [-1.9248, -0.4011, -3.2565], [-0.3179, 0.3150, -2.6271], [-0.1954, 2.0725, -3.2886], [1.0535, -0.7497, -3.3549], [1.6250, -1.8107, -2.6492], [2.6178, -2.6064, -3.2083], [3.0682, -2.3515, -4.4960], [2.5084, -1.3101, -5.2223], [1.5090, -0.5259, -4.6583], [-1.8915, -0.3869, -4.3517], [-2.7995, 0.1686, -2.9360], [-2.0474, -1.4393, -2.9397], [-1.1464, 2.3731, -3.7351], [0.5769, 2.1309, -4.0601], [0.0513, 2.8081, -2.5194], [1.2876, -2.0160, -1.6399], [3.0451, -3.4257, -2.6405], [3.8491, -2.9620, -4.9322], [2.8467, -1.1119, -6.2315], [1.0824, 0.2757, -5.2536]],
  "lumo_ev": [-3.241, -2.547],
  "e_homo_ev": [-10.641, -10.064],
  "gap_ev": [7.40, 7.52],
  "energy_ev": -107132.3095,
  "total_charge": 1,
  "largest_force_ev_per_a": 0.62,
  "multiplicity": 2
}


No. 2
{
  "formula": "C34H42BFeN7O5S3",
  "method": "wB97M-V/def2-TZVPD",
  "species": ["Fe", "C", "C", "C", "C", "N", "N", "B", "N", "N", "C", "C", "C", "C", "C", "S", "C", "C", "C", "C", "N", "N", "C", "C", "C", "C", "C", "S", "C", "C", "C", "C", "C", "S", "C", "C", "C", "C", "H", "H", "H", "H", "H", "H", "H", "H", "H", "H", "H", "H", "H", "H", "H", "H", "H", "H", "H", "H", "H", "H", "H", "H", "H", "H", "H", "H", "H", "H", "H", "H", "H", "H", "H", "H", "H", "H", "H", "O", "C", "C", "C", "N", "C", "C", "C", "O", "O", "C", "O", "O", "H", "H", "H"],
  "xyz": [[1.5660, 3.4436, 0.6111], [-0.5810, 0.5533, 5.2490], [-0.5113, -0.2054, 3.9654], [-1.1344, -1.3891, 3.8065], [-1.0091, -2.1168, 2.5860], [-0.3764, -1.6210, 1.5747], [0.2000, -0.3924, 1.6947], [0.9603, 0.0115, 0.4334], [0.1687, 0.4199, -0.8227], [-0.9967, -0.2435, -0.8624], [-1.8846, 0.0688, -1.7587], [-1.6233, 1.0704, -2.7208], [-0.4292, 1.7152, -2.7249], [-0.1204, 2.8047, -3.6994], [0.5242, 1.3791, -1.7100], [1.9983, 2.2105, -1.6110], [-3.1988, -0.6927, -1.6765], [-2.9275, -2.1521, -2.0632], [-4.2549, -0.1112, -2.6153], [-3.7105, -0.5943, -0.2366], [2.4076, 0.3229, 0.7153], [2.2003, -0.9248, 0.1935], [3.1374, -1.6179, -0.3864], [4.4607, -1.1110, -0.2696], [4.7135, 0.1028, 0.3051], [6.0967, 0.6470, 0.4188], [3.6044, 0.9386, 0.7236], [3.7904, 2.5321, 1.1508], [2.7378, -2.8968, -1.1055], [3.9636, -3.6841, -1.5643], [1.8966, -2.4965, -2.3285], [1.8903, -3.7563, -0.1617], [0.2697, 0.3179, 2.8621], [1.2284, 1.6644, 3.1071], [-1.5943, -3.5190, 2.4996], [-0.8829, -4.4022, 3.5346], [-3.0965, -3.4621, 2.8194], [-1.4049, -4.1296, 1.1163], [-1.2986, 0.0883, 5.9227], [-0.8582, 1.5904, 5.0683], [0.4001, 0.5758, 5.7246], [-1.7076, -1.8070, 4.6226], [-2.3844, 1.3507, -3.4331], [-0.9386, 2.9205, -4.4079], [0.8045, 2.5924, -4.2352], [0.0375, 3.7481, -3.1736], [-2.6682, -2.2296, -3.1213], [-3.8156, -2.7604, -1.8863], [-2.1026, -2.5600, -1.4801], [-3.9681, -0.1995, -3.6641], [-4.4550, 0.9367, -2.3891], [-5.1867, -0.6625, -2.4847], [-2.9468, -0.9309, 0.4613], [-4.6053, -1.2085, -0.1192], [-3.9452, 0.4410, 0.0134], [5.2811, -1.6950, -0.6564], [6.8338, -0.1088, 0.1581], [6.2751, 1.0081, 1.4322], [6.2104, 1.5116, -0.2368], [4.5623, -3.1249, -2.2841], [3.6323, -4.5999, -2.0540], [4.5987, -3.9676, -0.7240], [2.4639, -1.8577, -3.0075], [0.9933, -1.9662, -2.0270], [1.5972, -3.3944, -2.8706], [2.4720, -4.0795, 0.7037], [1.5427, -4.6439, -0.6920], [1.0229, -3.2007, 0.1931], [-0.9904, -4.0139, 4.5475], [0.1823, -4.4769, 3.3111], [-1.3069, -5.4069, 3.5151], [-3.2849, -3.1854, 3.8562], [-3.5408, -4.4447, 2.6564], [-3.6095, -2.7461, 2.1776], [-0.3558, -4.1456, 0.8260], [-1.9546, -3.5721, 0.3629], [-1.7753, -5.1556, 1.1252], [-2.5095, 7.0750, -2.2554], [-1.6162, 6.3153, -1.5779], [-0.2987, 6.7230, -1.3713], [0.5352, 5.8731, -0.6739], [0.1097, 4.7061, -0.2168], [-1.1425, 4.3111, -0.4008], [-2.0559, 5.0870, -1.0834], [-1.4057, 2.9305, 0.1899], [-2.5043, 2.4102, 0.0366], [-0.3865, 2.4384, 0.7801], [2.0014, 6.1436, -0.3436], [2.5149, 7.1750, -0.7296], [2.5408, 5.1958, 0.3428], [-2.0904, 7.9006, -2.5262], [0.0891, 7.6667, -1.7318], [-3.0707, 4.7457, -1.2188]],
  "lumo_ev": [-1.069, -1.066],
  "e_homo_ev": [-7.627, -7.774],
  "gap_ev": [6.56, 6.71],
  "relative_energy_kj_mol": 89.5,
  "energy_ev": -124181.3084,
  "largest_force_ev_per_a": 1.06,
  "multiplicity": 5
}


No. 3
{
  "formula": "C34H42Cl2FN4O8P",
  "method": "wB97M-V/def2-TZVPD",
  "species": ["C", "C", "C", "C", "P", "C", "C", "C", "F", "C", "Cl", "C", "C", "Cl", "H", "H", "H", "H", "H", "H", "H", "H", "H", "H", "H", "H", "H", "H", "H", "H", "H", "H", "H", "H", "H", "H", "C", "C", "C", "C", "C", "C", "N", "O", "O", "H", "H", "H", "H", "H", "C", "C", "C", "C", "C", "C", "N", "O", "O", "H", "H", "H", "H", "H", "C", "C", "C", "C", "C", "C", "N", "O", "O", "H", "H", "H", "H", "H", "C", "C", "C", "C", "C", "C", "N", "O", "O", "H", "H", "H", "H", "H"],
  "xyz": [[2.6464, -4.1476, -2.3213], [2.8432, -3.0313, -3.3514], [2.0611, -1.7578, -3.0267], [0.7062, -1.5850, -3.7358], [-0.7841, -2.2717, -2.9111], [-2.3287, -1.3300, -3.2850], [-0.5570, -1.2113, -1.2809], [0.0449, -1.9390, -0.1092], [0.1608, -0.0024, -1.4823], [-1.2129, -3.5283, -4.3592], [0.0588, -4.7855, -4.4441], [-2.6006, -4.1671, -4.3141], [-2.7650, -5.4392, -5.1247], [-3.1350, -4.5327, -2.6347], [3.2820, -3.9658, -1.4597], [1.6132, -4.1862, -1.9911], [2.8982, -5.1166, -2.7410], [2.6488, -3.3749, -4.3619], [3.8964, -2.7568, -3.3208], [2.6712, -0.9161, -3.3472], [1.9787, -1.6625, -1.9496], [0.7833, -2.0704, -4.7034], [0.5515, -0.5320, -3.9370], [-0.7010, -3.4032, -2.0667], [-2.0888, -0.2869, -3.0903], [-2.6252, -1.4015, -4.3240], [-3.1236, -1.6152, -2.6077], [-1.5519, -0.9023, -0.9531], [0.3647, -1.2297, 0.6511], [0.8837, -2.5813, -0.3696], [-0.7042, -2.5839, 0.3344], [-1.1700, -2.9859, -5.3018], [-3.2882, -3.4456, -4.7413], [-2.3347, -5.3229, -6.1146], [-2.3289, -6.2847, -4.6081], [-3.8259, -5.6476, -5.2380], [-4.0487, -1.0276, 5.3492], [-2.7831, -1.1937, 5.8966], [-1.8302, -1.9431, 5.2206], [-2.1633, -2.4906, 3.9948], [-3.4130, -2.3217, 3.4285], [-4.3630, -1.5904, 4.1203], [-1.1569, -3.2669, 3.2482], [-0.0848, -3.4760, 3.7735], [-1.4623, -3.6177, 2.1250], [-4.7879, -0.4407, 5.8781], [-2.5331, -0.7180, 6.8347], [-0.8426, -2.0847, 5.6335], [-3.6428, -2.7623, 2.4705], [-5.3476, -1.4541, 3.6948], [4.6195, 4.2353, -5.5679], [5.4937, 3.1578, -5.5176], [5.0077, 1.8638, -5.6030], [3.6458, 1.6765, -5.7407], [2.7569, 2.7331, -5.7887], [3.2539, 4.0227, -5.7002], [3.1252, 0.3036, -5.8448], [3.9204, -0.6090, -5.7756], [1.9269, 0.1636, -5.9902], [5.0039, 5.2443, -5.5043], [6.5565, 3.3246, -5.4132], [5.6753, 1.0167, -5.5642], [1.6980, 2.5531, -5.8932], [2.5741, 4.8623, -5.7365], [-0.2344, 2.2745, 0.5061], [-1.3802, 2.9135, 0.9653], [-1.3206, 3.7438, 2.0742], [-0.1029, 3.9171, 2.7062], [1.0485, 3.2933, 2.2676], [0.9750, 2.4676, 1.1606], [-0.0243, 4.7953, 3.8839], [-1.0475, 5.3188, 4.2695], [1.0640, 4.9380, 4.4074], [-0.2752, 1.6231, -0.3553], [-2.3250, 2.7609, 0.4619], [-2.2039, 4.2418, 2.4442], [1.9842, 3.4480, 2.7834], [1.8647, 1.9653, 0.8062], [0.1822, 4.6694, 5.7786], [0.1898, 4.9635, 7.1347], [-0.3451, 4.0677, 8.0444], [-0.8770, 2.8837, 7.5716], [-0.8954, 2.5683, 6.2255], [-0.3608, 3.4744, 5.3248], [-1.4550, 1.9315, 8.5331], [-1.4791, 2.2437, 9.7016], [-1.9059, 0.8913, 8.0872], [0.5972, 5.3747, 5.0722], [0.6099, 5.8955, 7.4857], [-0.3526, 4.2881, 9.1010], [-1.3256, 1.6382, 5.8848], [-0.3710, 3.2488, 4.2671]],
  "lumo_ev": -0.829,
  "e_homo_ev": -7.739,
  "gap_ev": 6.91,
  "energy_ev": -95306.7652,
  "largest_force_ev_per_a": 17.83
}